Record 1
The following is a quantum chemistry calculation of the ion C5H6N3 with charge +1, from the OMol25 dataset.

Each line ends with the natural charge from an NBO analysis.
Cartesian coordinates (Å):
C -1.69815 0.26088 -2.27332  0.19
C -1.60292 0.32903 0.33706  -0.01
C -1.15692 0.27213 -0.93924  0.04
C 0.56068 -0.03668 0.41084  0.49
C 1.91805 -0.41371 0.92909  -0.70
N -2.23776 -0.00341 -3.26082  -0.14
N -0.49339 0.23524 1.17365  -0.46
N 0.19520 -0.00598 -0.88265  -0.44
H -2.46298 0.74380 0.86723  0.27
H 1.69026 -0.97965 1.86321  0.26
H 2.54246 -1.07731 0.26039  0.28
H 2.61213 0.49672 1.02543  0.29
H -0.59582 0.24210 2.19270  0.47
H 0.72915 -0.06316 -1.70357  0.46

## Properties
* net charge: +1
* structure (SMILES): Cc1[nH]cc(C#N)[nH+]1
* relative energy (zero: lowest compared OMol25 entry of this formula, charge and spin): 0.00 kJ/mol
* highest occupied orbital energy: -14.72 eV
* orbital gap: 10.8 eV
* multiplicity: 1
* E_LUMO: -3.9 eV

***

Record 2
The following is a quantum chemistry calculation of the ion C5H13N2 with charge +2, from the OMol25 dataset.

Each line ends with the natural charge from an NBO analysis.
Cartesian coordinates (Å):
C 1.40458 -0.57962 -0.82069  -0.65
C 0.02751 -1.11969 -0.43594  -0.04
C -0.51046 -0.80229 1.00148  -0.47
C -0.22935 0.63495 1.04451  0.36
C 0.77913 1.23340 1.78004  -0.05
N -0.96694 1.41024 0.05252  -0.77
N -0.92512 -0.64412 -1.44119  -0.79
H 1.33405 0.46820 -1.15104  0.20
H 1.71091 -1.00435 -1.77833  0.28
H 2.14339 -0.54884 -0.02104  0.25
H 0.04689 -2.21346 -0.53613  0.30
H -1.57725 -0.98002 0.83250  0.29
H 0.03107 -1.35647 1.75897  0.31
H 1.33673 0.69780 2.54241  0.27
H 1.12607 2.24796 1.60911  0.25
H -1.81203 1.82446 0.45795  0.49
H -0.40439 2.17327 -0.34302  0.46
H -1.11518 0.70709 -0.80083  0.46
H -0.60399 -0.96076 -2.35679  0.44
H -1.79560 -1.18775 -1.39450  0.42

## Properties
* net charge: +2
* relative energy (zero: lowest compared OMol25 entry of this formula, charge and spin): 317.74 kJ/mol
* highest occupied orbital energy (spin up / spin down): -20.01 / -19.96 eV
* orbital gap (spin up / spin down): 10.7 / 6.5 eV
* multiplicity: 2
* E_LUMO (spin up / spin down): -9.3 / -13.5 eV

***

Record 3
The following is a quantum chemistry calculation of a cluster of 2 separate species, CH2ClF2P in total, from the OMol25 dataset.

Each line ends with the natural charge from an NBO analysis.
Cartesian coordinates (Å):
C -0.08993 -0.08082 -1.31727  -0.44
F -0.58167 -1.04930 2.28382  -0.60
F 0.80878 0.73003 1.51045  -0.58
P -0.77935 0.51421 1.59387  1.18
Cl 1.56696 0.14129 -1.12599  0.04
H -0.68041 0.77885 -1.24267  0.20
H -0.24437 -1.03426 -1.70221  0.20

## Properties
* relative energy (zero: lowest compared OMol25 entry of this formula, charge and spin): 208.63 kJ/mol
* highest occupied orbital energy (spin up / spin down): -8.56 / -8.57 eV
* orbital gap (spin up / spin down): 8.3 / 7.7 eV
* multiplicity: 1
* E_LUMO (spin up / spin down): -0.3 / -0.9 eV

***

Record 4
The following is a quantum chemistry calculation of a structure of composition C19H43BO9Pt2S4, from the OMol25 dataset.

Each line ends with the Löwdin charge.
Cartesian coordinates (Å):
Pt -2.24268 1.82545 1.52723  0.98
Pt 1.05358 -0.52378 -3.09880  0.97
B 1.66863 1.91198 0.04595  -0.08
H 0.91031 2.11297 -0.69487  -0.03
H 2.68234 2.18062 -0.20796  0.09
H 1.39876 2.39265 0.97351  -0.01
H 1.79047 0.85296 0.21287  0.05
C -5.44902 -1.70147 -3.03988  -0.08
C -4.86150 -2.14759 -1.76623  -0.51
C -5.10935 -3.67357 -1.57928  -0.05
O -3.52282 -1.66702 -1.56798  -0.01
H -4.85769 -2.19693 -3.80992  0.09
H -5.26118 -0.65701 -3.28873  0.08
H -6.45925 -2.07859 -3.19894  0.10
H -5.43951 -1.61254 -1.01275  0.15
H -4.62375 -4.42279 -2.20455  0.08
H -6.17360 -3.90597 -1.61730  0.08
H -4.74576 -3.95399 -0.59071  0.07
C -0.23798 9.05786 5.01250  -0.20
C 1.20971 8.68851 5.11494  -0.25
C 1.48411 7.18732 5.02258  -0.20
S -0.01376 6.49450 5.85168  0.68
O 0.43799 6.11978 7.18110  -0.33
O -0.56619 5.54055 4.91451  -0.36
C -0.90893 8.03657 6.00728  -0.22
H -0.70241 8.87122 4.04421  0.11
H -0.29287 10.14284 5.10144  0.12
H 1.44302 8.87349 6.16348  0.12
H 1.90173 9.34631 4.58910  0.12
H 2.36065 6.76941 5.51769  0.10
H 1.46462 6.77256 4.01476  0.09
H -0.82569 8.49726 6.99162  0.11
H -1.92331 7.64828 6.09871  0.10
C 2.18657 -9.53693 -2.28060  -0.20
C 3.54631 -9.60112 -3.03351  -0.22
C 3.99221 -8.11882 -3.30837  -0.18
S 3.54880 -7.17038 -1.67448  0.73
O 2.87885 -5.97325 -2.14959  -0.38
O 4.72699 -7.12774 -0.79043  -0.36
C 2.44045 -8.57489 -1.08388  -0.20
H 1.96740 -10.55899 -1.97167  0.11
H 1.43468 -9.22870 -3.00706  0.11
H 3.44086 -10.09167 -4.00115  0.11
H 4.22366 -10.09549 -2.33716  0.11
H 3.38176 -7.68415 -4.09988  0.08
H 5.05190 -8.01788 -3.54285  0.09
H 1.58849 -8.05081 -0.65078  0.09
H 2.99119 -8.95311 -0.22262  0.10
C -2.74429 3.52945 -8.97662  -0.23
C -1.73045 3.49762 -10.14460  -0.19
C -0.29609 3.45957 -9.53063  -0.18
S -0.38798 4.02221 -7.75957  0.74
O 0.45689 5.25735 -7.48538  -0.37
O -0.30483 2.92726 -6.78107  -0.40
C -2.16732 4.48512 -7.91697  -0.23
H -2.85169 2.60639 -8.40694  0.11
H -3.73617 3.77375 -9.35688  0.12
H -2.01434 4.38391 -10.71208  0.12
H -2.09944 2.56889 -10.57979  0.11
H 0.21809 4.33411 -9.92924  0.09
H 0.32843 2.57185 -9.63083  0.10
H -2.00598 5.50936 -8.25311  0.10
H -2.59109 4.44903 -6.91337  0.10
C 2.14817 -1.46822 8.15655  -0.25
C 0.71720 -1.80776 8.50174  -0.23
C 0.16607 -2.81213 7.50584  -0.20
S 0.83793 -2.25061 5.85075  0.74
O 0.01772 -1.23774 5.24829  -0.37
O 1.25538 -3.45815 5.04539  -0.39
C 2.38353 -1.49091 6.67832  -0.19
H 2.82735 -2.12019 8.70588  0.12
H 2.42390 -0.47071 8.49864  0.12
H 0.17138 -0.87730 8.34538  0.12
H 0.52841 -2.18817 9.50561  0.13
H -0.91718 -2.72880 7.41792  0.10
H 0.60707 -3.79645 7.66308  0.11
H 2.50972 -0.54279 6.15559  0.09
H 3.26083 -2.12386 6.54488  0.10

## Properties
* net charge: +2
* highest occupied orbital energy (spin up / spin down): -12.84 / -12.84 eV
* orbital gap (spin up / spin down): 2.7 / 2.3 eV
* multiplicity: 5
* E_LUMO (spin up / spin down): -10.1 / -10.5 eV

***

Record 5
The following is a quantum chemistry calculation of a structure of composition C7H7ErO5S, from the OMol25 dataset.

Each line ends with the natural charge from an NBO analysis.
Cartesian coordinates (Å):
O -1.18284 2.74453 -2.36149  -0.32
C -0.60225 2.25454 -1.49293  0.51
Er 0.40369 0.01946 -0.89754  1.14
O -1.20507 0.52296 -4.24429  -0.30
C -0.65179 0.21387 -3.25186  0.50
C 1.72341 -1.87571 -1.35361  0.47
O 2.35726 -2.83487 -1.49361  -0.28
C 2.43953 0.58275 0.33253  0.43
O 3.43691 0.93164 0.83389  -0.33
C 2.23598 1.01044 -2.01521  0.14
O 3.24109 1.08331 -2.65153  -0.37
H 1.86475 1.89259 -1.05140  0.06
C -2.15160 -1.97812 1.89482  -0.73
S -0.83576 -0.93393 1.33240  0.22
C -0.92252 0.51897 2.41294  -0.75
H -2.22802 -2.83708 1.20334  0.27
H -3.11672 -1.44299 1.91204  0.27
H -1.91478 -2.37760 2.89561  0.28
H -1.96816 0.66450 2.70719  0.27
H -0.32339 0.35953 3.33125  0.27
H -0.59974 1.48122 1.95746  0.25

## Properties
* net charge: +2
* relative energy (zero: lowest compared OMol25 entry of this formula, charge and spin): 0.00 kJ/mol
* highest occupied orbital energy (spin up / spin down): -16.24 / -16.34 eV
* orbital gap (spin up / spin down): 6.5 / 6.7 eV
* multiplicity: 4
* E_LUMO (spin up / spin down): -9.7 / -9.6 eV

***

Record 6
The following is a quantum chemistry calculation of a structure of composition CH6N3OS, from the OMol25 dataset.

Each line ends with the natural charge from an NBO analysis.
Cartesian coordinates (Å):
C -0.39370 0.16194 0.61767  0.78
N -1.37258 0.80085 1.21535  -0.73
N 0.70095 -0.30778 1.23164  -0.43
N 1.50957 -1.10253 0.40579  -0.57
O -0.43775 -0.05353 -0.65949  -0.56
S 1.19375 -0.57543 -1.18830  0.78
H -1.43390 0.89270 2.21913  0.44
H -2.13600 1.15621 0.65226  0.45
H 0.99705 -0.10743 2.17796  0.45
H 1.33004 -2.10069 0.56045  0.39
H 0.34122 0.82596 -3.70144  0.02
H -0.29866 0.40972 -3.53103  -0.01

## Properties
* net charge: +1
* relative energy (zero: lowest compared OMol25 entry of this formula, charge and spin): 217.31 kJ/mol
* highest occupied orbital energy: -14.07 eV
* orbital gap: 9.3 eV
* multiplicity: 1
* E_LUMO: -4.8 eV

***

Record 7
The following is a quantum chemistry calculation of a structure of composition CH2N2O3, from the OMol25 dataset.

Each line ends with the natural charge from an NBO analysis.
Cartesian coordinates (Å):
C -1.07058 -0.64990 0.17055  0.02
N 0.28692 -0.69383 -0.11736  -0.10
N 1.26944 0.92426 -0.02472  0.62
O 2.22709 0.78002 0.63586  -0.29
O 0.84880 1.57421 -0.89297  -0.27
O -0.62593 -0.31057 -1.06922  -0.32
H -1.43325 -1.64173 0.28701  0.17
H -1.50248 0.01753 1.01086  0.18

## Properties
* relative energy (zero: lowest compared OMol25 entry of this formula, charge and spin): 545.13 kJ/mol
* highest occupied orbital energy (spin up / spin down): -9.54 / -9.54 eV
* orbital gap (spin up / spin down): 9.4 / 9.4 eV
* multiplicity: 1
* E_LUMO (spin up / spin down): -0.1 / -0.1 eV

***

Record 8
The following is a quantum chemistry calculation of a structure of composition C60H49F9IrN2PSb2, from the OMol25 dataset.

Each line ends with the Löwdin charge.
Cartesian coordinates (Å):
Ir -0.19884 -0.38624 0.28622  0.73
C 2.84362 -1.13279 -0.55565  -0.16
N 1.78084 -0.12891 -0.37748  -0.12
C 2.06381 1.08907 -0.74256  -0.07
C 1.05289 2.06896 -0.66309  -0.33
C 0.95471 3.42230 -0.97304  0.01
C -0.34227 3.80428 -0.61942  -0.05
C -0.98649 2.67494 -0.12508  -0.20
N -0.15726 1.60709 -0.17428  -0.19
C 2.79393 -1.79870 -1.91102  -0.22
C 2.86120 -1.05225 -3.08674  -0.04
C 2.87023 -1.68067 -4.31859  -0.06
C 2.82953 -3.06859 -4.39187  -0.06
C 2.77952 -3.81611 -3.22833  -0.07
C 2.75338 -3.18200 -1.99260  -0.06
H 2.76372 -1.88985 0.22112  0.08
H 3.79829 -0.61275 -0.43122  0.14
H 3.05849 1.32907 -1.10297  0.15
H 1.73030 4.04489 -1.38367  0.12
H -0.77886 4.78275 -0.71828  0.11
H -2.00557 2.59345 0.21664  0.10
H 2.91370 0.02861 -3.05064  0.11
H 2.93391 -1.09302 -5.22431  0.11
H 2.85222 -3.56134 -5.35362  0.11
H 2.77500 -4.89736 -3.27865  0.11
H 2.72603 -3.77348 -1.08440  0.11
C -2.32637 -3.16345 1.66824  -0.33
C -2.71002 -1.84948 2.37795  -0.38
C -3.72814 -0.89302 1.81279  -0.24
Sb -2.97164 -0.40041 -0.31752  1.54
C -2.97689 0.53269 -2.29563  -0.34
C -1.96577 1.36268 -2.76950  -0.14
C -2.03498 1.87561 -4.05463  -0.06
C -3.11350 1.58199 -4.87310  -0.05
C -4.11120 0.74533 -4.40924  -0.05
C -4.05546 0.22663 -3.12269  -0.11
C -4.67312 -1.67927 -0.72349  -0.39
C -5.86231 -0.95746 -0.61791  -0.17
C -7.08574 -1.60074 -0.70051  -0.05
C -7.13562 -2.97760 -0.86913  -0.06
C -5.95829 -3.69865 -0.96043  -0.05
C -4.73028 -3.05027 -0.88523  -0.12
Sb -0.69965 -2.98570 0.25202  1.45
C 0.03443 -4.97578 0.20153  -0.35
C 0.60828 -5.44900 -0.97377  -0.15
C 0.93673 -6.78980 -1.09101  -0.05
C 0.68392 -7.66476 -0.04345  -0.05
C 0.10674 -7.19583 1.12537  -0.07
C -0.21395 -5.85171 1.25111  -0.13
C -1.29571 -2.95744 -1.79393  -0.43
C -2.02423 -3.96206 -2.42651  -0.14
C -2.26836 -3.90093 -3.78778  -0.04
C -1.75546 -2.85520 -4.54352  -0.04
C -0.98442 -1.87647 -3.94114  -0.06
C -0.75744 -1.93597 -2.57432  -0.19
H -3.17085 -3.70603 1.25063  0.06
H -1.88489 -3.80707 2.43034  0.04
H -1.79884 -1.29215 2.59213  0.01
H -3.13961 -2.11386 3.35442  0.14
H -3.86173 0.02758 2.37542  0.05
H -4.67728 -1.34266 1.55820  0.05
H -1.08509 1.57491 -2.18361  0.06
H -1.23648 2.51015 -4.41525  0.12
H -3.17175 1.99885 -5.86929  0.12
H -4.94926 0.49154 -5.04404  0.12
H -4.84218 -0.43658 -2.80255  0.08
H -5.85053 0.12075 -0.48334  0.11
H -7.99893 -1.02595 -0.62988  0.12
H -8.08981 -3.48267 -0.92217  0.12
H -5.99228 -4.77225 -1.09069  0.11
H -3.82511 -3.63199 -0.94847  0.06
H 0.77747 -4.78592 -1.81213  0.07
H 1.37945 -7.15518 -2.00776  0.11
H 0.93217 -8.71271 -0.14149  0.12
H -0.09014 -7.87278 1.94472  0.12
H -0.64381 -5.51016 2.18342  0.08
H -2.37284 -4.82450 -1.87044  0.11
H -2.84558 -4.68028 -4.26567  0.12
H -1.94290 -2.81792 -5.60799  0.12
H -0.55340 -1.07738 -4.52749  0.12
H -0.13330 -1.15605 -2.12894  0.06
F -4.77989 1.92932 6.04704  0.15
C -3.52420 2.20692 6.44162  -0.59
F -3.40779 3.54067 6.49845  0.17
F -3.36307 1.72082 7.67441  0.16
C -2.52810 1.62259 5.46657  -0.09
C -1.55144 0.73401 5.88411  0.03
C -0.66247 0.20652 4.96078  -0.05
C -0.77210 0.54151 3.61160  -0.34
C -1.74318 1.45515 3.20969  -0.09
C -2.61380 2.00326 4.13364  0.02
P 0.48887 -0.02102 2.42111  0.99
C 1.72639 1.29800 2.72842  -0.29
C 2.88138 1.06120 3.48654  -0.05
C 3.76315 2.08855 3.76605  0.02
C 3.49194 3.37407 3.31880  -0.09
C 2.31704 3.63951 2.63930  0.03
C 1.44040 2.60816 2.34818  -0.07
C 4.49317 4.46846 3.60526  -0.59
F 4.09877 5.64802 3.11259  0.15
F 4.68429 4.61168 4.92415  0.16
F 5.68215 4.16862 3.05382  0.16
C 1.20627 -1.57376 3.06057  -0.34
C 0.41303 -2.50734 3.73960  -0.10
C 0.90642 -3.75803 4.05583  0.01
C 2.20147 -4.10659 3.69456  -0.09
C 3.00369 -3.19699 3.02610  0.03
C 2.50397 -1.94292 2.70837  -0.10
C 2.70445 -5.49167 4.02611  -0.58
F 2.68674 -5.69542 5.35001  0.17
F 3.95443 -5.68268 3.59410  0.16
F 1.91992 -6.43165 3.46132  0.15
H -1.47619 0.46233 6.92758  0.13
H 0.12393 -0.44893 5.30744  0.11
H -1.80555 1.74640 2.17679  0.07
H -3.36228 2.72148 3.82482  0.14
H 3.08220 0.09116 3.91195  0.10
H 4.65258 1.89159 4.34876  0.14
H 2.07768 4.65012 2.33964  0.13
H 0.51094 2.85501 1.85254  0.09
H -0.58283 -2.24667 4.06946  0.10
H 0.29671 -4.45545 4.61608  0.14
H 4.02173 -3.45556 2.77123  0.14
H 3.15274 -1.24681 2.19638  0.10

## Properties
* net charge: +2
* relative energy (zero: lowest compared OMol25 entry of this formula, charge and spin): 124.01 kJ/mol
* highest occupied orbital energy (spin up / spin down): -13.16 / -13.16 eV
* orbital gap (spin up / spin down): 6.2 / 6.2 eV
* multiplicity: 1
* E_LUMO (spin up / spin down): -6.9 / -6.9 eV

***

Per-record strongest force on any atom, eV/Å: 3.17 2.11 3.62 5.54 7.52 1.33 4.79 1.46